No. 1
Density functional theory data (ωB97M-V/def2-TZVPD) for a molecular structure, C49H57FGaN2O5SeTe.

CARTESIAN COORDINATES (ANGSTROEM)
Ga -0.29087 1.26601 0.00966
C -0.60082 4.97942 3.84886
C -1.01039 3.93315 2.78177
C -2.15586 4.47797 1.90874
C -1.34594 2.59645 3.43935
C -2.30682 2.52755 4.45890
C -2.51314 1.35798 5.18508
C -1.74059 0.23410 4.93011
C -0.79599 0.22941 3.89768
C 0.14479 -0.95757 3.71750
C -0.59559 -2.31101 3.71995
C 1.23714 -0.98441 4.81374
C -0.65801 1.40360 3.10262
N 0.25821 1.43191 2.01790
C 1.53323 1.83450 2.37212
C 1.96786 2.20833 3.69935
C 3.29428 2.46774 4.03140
C 4.25628 2.44404 3.03930
C 3.91365 2.14751 1.71442
C 2.58653 1.86249 1.42219
F 2.23568 1.52782 0.11682
H -0.26621 5.91305 3.36726
H 0.22023 4.60818 4.48429
H -1.45175 5.24268 4.50779
H -0.14199 3.78278 2.12910
H -3.06571 4.65075 2.51220
H -2.38091 3.76817 1.08563
H -1.84601 5.43612 1.46072
H -2.88306 3.43202 4.70839
H -3.26821 1.33202 5.97898
H -1.86091 -0.64298 5.56515
H 0.63255 -0.83068 2.73418
H -1.00515 -2.51148 4.72134
H 0.11403 -3.11476 3.46785
H -1.42009 -2.32377 2.97733
H 0.76217 -1.10248 5.80424
H 1.81768 -0.03427 4.80770
H 1.92016 -1.84112 4.64935
H 1.23058 2.21355 4.51611
H 3.56292 2.74650 5.04830
H 5.30639 2.63777 3.25440
H 4.67385 2.13689 0.91248
O 0.98996 2.76566 -3.53138
C 0.63081 2.47175 -2.40403
O 0.40823 1.31247 -1.85792
C 0.34745 3.66643 -1.31521
O 0.52713 4.83207 -1.62607
O -0.04032 3.15672 -0.17283
C -8.83437 1.29688 -0.21708
C -7.32566 1.16610 -0.37315
C -6.72199 0.89710 -1.62114
C -5.32482 0.88000 -1.78548
C -4.74002 0.57728 -3.16361
C -4.48800 1.14807 -0.65556
Se -2.62754 1.52438 -1.11153
C -5.08514 1.30939 0.61617
C -4.27670 1.46932 1.87529
C -6.48418 1.32713 0.72604
H -9.34939 1.10538 -1.17275
H -9.09216 2.31281 0.11301
H -9.22885 0.57851 0.53129
H -7.33953 0.67675 -2.49971
H -5.52596 0.16371 -3.81280
H -3.90063 -0.14896 -3.08996
H -4.35223 1.50030 -3.64198
H -3.20267 1.51249 1.67075
H -4.48639 0.64376 2.58081
H -4.54645 2.41411 2.37805
H -6.93331 1.49825 1.72098
C -2.14624 -1.53039 0.68947
C -0.65189 -1.73255 0.30528
O -0.16111 -2.87037 0.45794
N -0.00786 -0.70246 -0.19601
Te 1.89921 -1.27652 -1.06709
C 1.21421 -1.63422 -3.07562
C 0.24470 -2.59246 -3.43950
C -0.49894 -3.50952 -2.47201
C -0.10529 -2.69108 -4.79419
C 0.49245 -1.92184 -5.79819
C 0.07427 -2.06857 -7.25625
C 1.49327 -1.01665 -5.41116
C 1.87427 -0.84203 -4.05934
C 3.00114 0.13483 -3.75687
C 3.88032 -2.44225 -1.41401
C 5.07272 -1.70238 -1.30371
C 5.17352 -0.22555 -0.94238
C 6.27675 -2.38938 -1.49963
C 6.33400 -3.76451 -1.77837
C 7.69287 -4.44959 -1.97162
C 5.12158 -4.45340 -1.84871
C 3.87940 -3.81794 -1.68474
C 2.58265 -4.62720 -1.75171
H -2.53706 -2.49619 1.03887
H -2.73226 -1.19772 -0.17673
H -2.22825 -0.79568 1.49538
H -0.13417 -3.46402 -1.43597
H -0.42509 -4.55392 -2.81524
H -1.57223 -3.25209 -2.45391
H -0.88837 -3.41544 -5.08820
H -0.68899 -2.85944 -7.34790
H 0.95133 -2.35873 -7.86287
H -0.34544 -1.13410 -7.66833
H 1.98488 -0.41575 -6.18602
H 3.25547 0.65974 -4.69136
H 3.89666 -0.39357 -3.40013
H 2.72307 0.91182 -3.03347
H 4.20699 0.29323 -0.93213
H 5.84046 0.29170 -1.66629
H 5.64148 -0.14160 0.04787
H 7.21423 -1.84266 -1.39526
H 8.50520 -3.71353 -1.91594
H 7.74618 -4.93230 -2.95933
H 7.87195 -5.22923 -1.20475
H 5.13820 -5.53357 -2.03221
H 2.81787 -5.69684 -1.59961
H 2.10390 -4.53679 -2.74707
H 1.85656 -4.30120 -0.98146

Computed properties:
spin multiplicity: 2
Kohn-Sham gap (alpha / beta): 5.92 / 6.11 eV
net charge: -2
E: -192693.244 eV
<S²>: 0.7590

Here are the Mulliken charges for atoms 1 to 4, given in e: 0.047 -1.667 1.234 -1.303

=====

No. 2
Density functional theory data (ωB97M-V/def2-TZVPD) for a molecular structure, C49H57N8O5RbSe.

CARTESIAN COORDINATES (ANGSTROEM)
Rb 0.26814 -0.98577 0.31394
C -4.31676 3.86237 0.46374
C -2.99900 4.40834 -0.09149
C -1.83038 3.52289 0.21400
C -0.88851 3.68958 1.18029
C -0.73870 4.83394 2.13447
C 0.23782 5.90075 1.63037
C 0.03868 2.56681 1.03459
N -0.38632 1.73363 0.05627
C -1.48423 2.28057 -0.48348
C -2.16407 1.78072 -1.61429
C -1.82782 0.67396 -2.39070
C -2.48503 0.29238 -3.65155
C -3.57753 1.03365 -4.36519
C -4.99681 0.55473 -4.04731
C -1.82663 -0.80472 -4.09893
C -0.74180 -1.05065 -3.13734
C 0.30050 -1.96124 -3.36609
C 1.56884 -1.99624 -2.75728
N 1.95620 -1.20695 -1.74697
C 3.26790 -1.44699 -1.51811
C 4.02393 -0.82474 -0.52889
C 3.60412 0.16492 0.38868
N 2.37440 0.70687 0.41442
C 2.34846 1.61675 1.41193
C 1.25946 2.45875 1.70368
C 3.63971 1.64768 2.09413
C 4.42937 0.73910 1.44501
C 5.83780 0.34972 1.77243
C 5.90414 -0.91565 2.63229
C 4.02368 2.55565 3.22372
C 4.44997 3.94473 2.74053
C 3.75578 -2.47629 -2.44600
C 2.69493 -2.82436 -3.21643
C 2.63380 -3.86525 -4.29017
C 1.98818 -5.16590 -3.80439
C 5.16302 -2.97828 -2.53708
C 6.05039 -2.07630 -3.39928
N -0.80997 -0.17229 -2.12343
C -2.04796 -1.54127 -5.38328
C -1.11578 -1.06746 -6.50262
H -5.15313 4.53765 0.26140
H -4.24453 3.70804 1.54219
H -4.54143 2.89283 0.01507
H -2.81942 5.40922 0.31284
H -3.09292 4.53264 -1.17508
H -0.40055 4.46223 3.10627
H -1.71577 5.29366 2.31164
H 1.21029 5.45626 1.41401
H 0.37714 6.69944 2.36427
H -0.12954 6.34508 0.70285
H -3.00795 2.37232 -1.96157
H -3.41218 0.95081 -5.44427
H -3.49968 2.09982 -4.13423
H -5.06350 -0.53295 -4.11291
H -5.72289 0.98692 -4.74138
H -5.29184 0.84271 -3.03750
H 0.16037 -2.63913 -4.20308
H 5.05997 -1.14148 -0.44578
H 1.42421 3.17624 2.50404
H 6.34158 1.17151 2.29107
H 6.39909 0.18577 0.84757
H 5.37812 -0.76449 3.57722
H 6.93620 -1.20028 2.85484
H 5.41799 -1.74786 2.12102
H 4.83871 2.10580 3.79903
H 3.18621 2.66295 3.92101
H 5.32088 3.86797 2.08646
H 4.70083 4.60372 3.57616
H 3.64874 4.40887 2.16326
H 3.64321 -4.07359 -4.65872
H 2.07242 -3.47809 -5.14683
H 2.57255 -5.59995 -2.99113
H 1.91564 -5.90095 -4.61096
H 0.98865 -4.98386 -3.40821
H 5.16939 -3.99404 -2.94310
H 5.59217 -3.05130 -1.53357
H 5.65621 -2.01339 -4.41562
H 7.07755 -2.44859 -3.44897
H 6.06929 -1.06323 -2.99417
H -3.08768 -1.41654 -5.70059
H -1.90905 -2.61398 -5.22060
H -1.29153 -0.01253 -6.72484
H -1.26600 -1.64188 -7.42098
H -0.07281 -1.16563 -6.19900
O -0.87676 -2.57188 7.05849
C 0.13351 -1.74554 6.88735
O 0.72479 -1.23775 7.82231
C 0.51019 -1.43242 5.48573
C 1.47132 -0.49769 5.16346
N 1.53256 -0.45266 3.82541
N 0.68501 -1.30458 3.23967
C 0.06060 -1.92100 4.22901
C -0.98629 -2.95843 3.90656
O -1.58596 -3.46968 4.89845
O -1.18729 -3.21896 2.70924
H -1.28479 -2.83672 6.14506
H 2.07706 0.12272 5.80121
H 2.09398 0.15478 3.23767
O -0.04050 -4.35521 -0.76644
H -0.08474 -3.60649 -1.37534
H -0.89136 -4.31487 -0.30746
C -4.94924 -0.39213 -1.00547
N -4.54821 -0.96764 0.25410
C -3.88299 -2.14576 0.41076
Se -3.42443 -3.31841 -0.92489
N -3.61543 -2.27980 1.72730
C -4.06209 -1.16527 2.41785
C -3.98991 -0.81610 3.75688
C -4.55006 0.40282 4.11632
C -5.16608 1.23260 3.17711
C -5.24173 0.87586 1.83712
C -4.67127 -0.33405 1.48043
H -4.58871 -1.04285 -1.79877
H -4.48496 0.58880 -1.11820
H -6.03720 -0.30515 -1.06108
H -2.86247 -2.88978 2.08974
H -3.50804 -1.46539 4.47639
H -4.49808 0.71923 5.15024
H -5.58258 2.17981 3.49654
H -5.70477 1.52271 1.10392

Computed properties:
relative energy (zero: lowest compared OMol25 entry of this formula, charge and spin): 0.000 eV
Kohn-Sham gap: 5.34 eV
net charge: -2
E: -139904.522 eV

Here are the Mulliken charges for atoms 1 to 4, given in e: 1.268 -0.238 -1.360 0.329